Computed, not measured: a 12-piece molecular cluster, C18H57F5O13P overall at a distorted geometry, with the ωB97M-V functional and the def2-TZVPD basis.

Output
total energy = -2538.46763 Ha
HOMO = -3.28 eV
total charge = -1
frontier orbital gap = 5.549 eV

The geometry in XYZ format:
```
94
Properties=species:S:1:pos:R:3:lowdin_charge:R:1
C 0.914 -4.297 2.491 -0.13
C 0.574 -3.937 1.200 -0.30
P 0.201 -2.102 0.821 0.55
O -1.438 -2.499 0.379 -0.35
C -2.300 -2.767 1.454 -0.26
C -3.758 -2.727 0.921 -0.41
C -4.613 -2.283 2.104 -0.06
O -3.911 -1.701 -0.037 -0.04
C -0.102 -0.213 0.327 -0.50
F -1.193 -0.119 -0.475 0.05
F 0.987 0.188 -0.430 -0.01
C -0.206 0.787 1.475 -0.63
F -0.630 1.989 0.993 0.11
F 0.975 1.017 1.989 0.18
F -1.082 0.460 2.395 0.16
H 1.903 -4.109 2.898 0.03
H 0.204 -4.827 3.128 0.02
H 0.564 -4.717 0.431 0.06
H 0.600 -2.316 -0.565 0.01
H 1.579 -1.715 1.149 0.00
H -0.133 -1.867 2.193 0.01
H -2.262 -2.020 2.247 0.09
H -2.151 -3.786 1.828 0.12
H -4.071 -3.705 0.547 0.13
H -4.205 -2.717 3.010 0.07
H -4.505 -1.213 2.214 0.07
H -5.670 -2.506 1.956 0.07
H -3.460 -1.961 -0.851 0.08
C 4.626 -4.326 0.298 -0.16
O 3.264 -4.407 -0.097 -0.13
H 4.746 -3.457 0.932 0.05
H 4.915 -5.223 0.858 0.08
H 5.270 -4.220 -0.585 0.07
H 3.165 -5.183 -0.661 0.06
C 1.418 2.941 -3.192 -0.14
O 1.615 3.036 -1.786 -0.13
H 1.774 3.858 -3.658 0.08
H 1.977 2.091 -3.591 0.08
H 0.353 2.820 -3.404 0.08
H 1.284 2.216 -1.399 0.07
C 2.237 5.536 0.509 -0.16
O 1.248 5.674 -0.499 -0.14
H 2.171 6.400 1.169 0.06
H 2.061 4.627 1.091 0.08
H 3.233 5.501 0.058 0.08
H 1.322 4.899 -1.074 0.03
C -4.038 0.097 5.418 -0.14
O -3.624 -0.872 4.458 -0.14
H -5.089 -0.070 5.644 0.08
H -3.451 -0.004 6.337 0.07
H -3.909 1.097 5.004 0.05
H -2.694 -0.705 4.267 0.07
C 2.149 -4.588 -3.419 -0.14
O 1.600 -5.589 -2.555 -0.14
H 3.226 -4.562 -3.270 0.08
H 1.936 -4.834 -4.456 0.05
H 1.728 -3.610 -3.174 0.07
H 0.648 -5.598 -2.695 0.07
C 0.051 -0.543 -3.365 -0.17
O -0.567 -1.762 -3.771 -0.13
H 0.584 -0.126 -4.220 0.07
H -0.705 0.170 -3.029 0.07
H 0.751 -0.745 -2.555 0.06
H -1.028 -2.108 -2.997 0.07
C -3.940 3.676 2.571 -0.14
O -3.831 2.399 3.199 -0.14
H -4.763 4.212 3.026 0.06
H -3.017 4.247 2.713 0.08
H -4.136 3.555 1.504 0.08
H -3.095 1.937 2.781 0.06
C 2.395 9.853 1.149 -0.17
O 1.040 9.842 0.716 -0.13
H 2.551 10.739 1.760 0.07
H 2.606 8.963 1.748 0.07
H 3.065 9.888 0.286 0.08
H 0.913 9.052 0.177 0.07
C 6.132 -0.639 0.834 -0.15
O 6.324 -1.934 1.396 -0.14
H 5.287 -0.176 1.336 0.08
H 7.022 -0.020 0.985 0.07
H 5.915 -0.714 -0.234 0.08
H 7.072 -2.337 0.945 0.07
C -6.815 5.385 0.358 -0.16
O -6.475 5.201 1.727 -0.14
H -6.182 6.172 -0.044 0.08
H -6.644 4.465 -0.206 0.08
H -7.863 5.684 0.259 0.07
H -7.039 4.502 2.073 0.08
C 2.739 -5.996 -7.588 -0.16
O 2.953 -5.940 -6.183 -0.14
H 3.057 -5.049 -8.015 0.08
H 3.325 -6.805 -8.035 0.07
H 1.679 -6.150 -7.809 0.08
H 2.668 -6.782 -5.812 0.08
```